This record from the OMol25 dataset describes a structure of composition C7H10NP. The level of theory is the ωB97M-V functional and the def2-TZVPD basis.

Calculated values
Spin multiplicity ... 1
HOMO ... -8.994 eV
Total charge ... 0
Energy relative to the best compared isomer or geometry (same formula, charge and spin) ... 101.3 kJ/mol
Calculated total energy ... -18197.5530 eV

Atoms and positions in Å:
C 1.092 2.172 -1.094
C 0.701 1.173 -0.154
C -0.415 0.548 -0.612
C -1.218 -1.984 -0.693
C -0.321 -1.698 0.577
C -1.137 -0.657 -0.036
C 1.444 0.949 1.137
N 0.394 2.329 -2.221
P -0.993 1.391 -2.159
H 2.009 2.785 -0.986
H -0.790 -2.113 -1.676
H -2.084 -2.645 -0.557
H -0.646 -2.057 1.495
H 0.774 -1.551 0.658
H -2.007 -0.178 0.520
H 1.990 1.725 1.456
H 2.153 0.119 0.824
H 0.777 0.585 1.895
H -0.486 0.341 -3.046

Cartesian forces, eV/Å:
C -0.2378 1.4457 -2.9890
C -1.2769 0.1239 0.5156
C -0.4382 -1.1863 -0.9092
C 0.7014 -0.4200 0.7950
C 0.8510 -0.2410 -1.0888
C -1.1721 3.6507 0.8665
C -1.0291 -4.3499 -2.7286
N 1.9393 0.6638 1.8993
P 0.5897 -1.5539 0.3937
H -0.5609 -0.3492 0.1288
H 0.4196 0.1250 0.0546
H 0.3362 0.5616 0.2616
H -0.9292 -0.9667 1.3626
H -0.7559 -0.3765 -1.0074
H 0.7213 -1.3840 -0.5267
H 1.8838 3.0682 1.0757
H -0.4267 0.7748 1.0268
H -0.1262 -0.1734 0.4180
H -0.4895 0.5871 0.4514